# 1
{
  "formula": "C15H45MnN2O26P5",
  "method": "wB97M-V/def2-TZVPD",
  "species": ["H", "H", "O", "P", "C", "O", "O", "H", "C", "H", "H", "O", "O", "H", "O", "C", "O", "O", "O", "H", "O", "H", "H", "H", "O", "H", "H", "H", "H", "O", "H", "H", "O", "C", "H", "H", "H", "C", "H", "O", "H", "H", "C", "H", "H", "H", "O", "O", "Mn", "O", "H", "N", "O", "O", "O", "O", "H", "C", "H", "N", "P", "P", "C", "H", "H", "C", "O", "C", "H", "H", "P", "H", "H", "C", "H", "H", "H", "H", "H", "O", "H", "O", "H", "C", "O", "C", "H", "O", "H", "H", "C", "H", "C", "P"],
  "coordinates": [[-20.12, -6.49, 3.13], [-18.77, -6.81, 4.34], [-17.24, -8.85, -7.81], [-15.57, -6.40, -4.55], [-14.76, -7.99, 1.05], [-19.64, -9.93, 1.70], [-14.88, -4.31, 0.05], [-17.72, -10.56, 2.29], [-18.61, -11.01, 1.97], [-22.15, -7.38, -0.23], [-15.06, -8.34, 2.06], [-19.33, -10.87, -4.49], [-18.97, -5.73, -2.12], [-20.24, -6.23, -6.28], [-16.67, -7.00, -3.76], [-21.17, -7.81, -0.44], [-18.40, -7.42, -6.12], [-14.96, -7.29, -5.75], [-18.17, -3.72, -1.75], [-13.76, -8.33, 0.93], [-16.18, -10.78, -0.43], [-15.51, -5.15, 3.46], [-18.52, -11.53, 1.04], [-13.97, -9.00, -6.21], [-16.50, -6.24, -0.70], [-21.08, -8.60, -9.55], [-21.73, -10.79, -5.31], [-15.78, -3.59, 2.70], [-19.53, -12.19, -2.24], [-19.76, -8.24, -8.10], [-16.48, -5.15, -8.61], [-14.41, -8.76, -4.46], [-18.05, -6.52, -8.50], [-22.05, -9.75, -5.17], [-15.51, -8.33, 0.34], [-17.46, -4.41, -3.99], [-20.86, -12.01, -1.02], [-16.22, -4.55, 2.90], [-13.05, -5.36, -5.14], [-19.59, -4.58, -0.39], [-19.11, -11.60, 2.70], [-23.00, -9.72, -4.69], [-16.58, -4.01, -4.47], [-17.46, -11.57, -5.05], [-19.61, -6.79, -4.66], [-20.56, -7.11, -1.00], [-21.13, -9.05, -4.34], [-18.54, -7.74, 2.42], [-17.61, -7.56, -1.92], [-18.30, -8.44, -0.02], [-19.42, -7.96, -10.19], [-18.92, -4.67, -1.39], [-15.82, -5.04, -5.30], [-14.67, -6.55, 1.10], [-16.69, -5.08, 1.65], [-16.18, -9.17, -1.87], [-18.89, -5.41, -5.64], [-20.13, -11.50, -1.68], [-15.63, -9.29, -5.73], [-16.54, -10.40, -1.53], [-19.99, -9.81, -3.52], [-19.16, -8.48, 1.16], [-13.02, -5.54, -4.06], [-15.92, -3.48, -3.76], [-19.66, -9.63, -9.61], [-19.36, -7.19, 3.48], [-20.90, -10.68, -2.58], [-19.37, -6.39, -5.65], [-18.13, -10.28, -6.05], [-17.15, -4.48, 3.51], [-15.78, -5.61, 0.42], [-21.09, -8.85, -0.77], [-12.93, -4.64, -3.46], [-14.73, -8.73, -5.51], [-19.97, -8.03, 3.88], [-22.11, -9.25, -6.10], [-14.35, -2.84, -1.27], [-15.97, -6.82, -8.60], [-16.83, -6.08, -10.08], [-20.51, -7.82, 0.95], [-16.13, -3.06, -1.10], [-14.24, -6.23, -3.61], [-17.50, -9.86, -4.40], [-15.15, -3.57, -1.16], [-19.13, -8.85, -2.85], [-19.99, -8.61, -9.52], [-19.45, -10.80, -1.14], [-17.18, -11.13, -2.37], [-17.00, -3.36, -5.21], [-12.25, -6.27, -3.85], [-16.72, -6.13, -9.02], [-15.24, -4.24, -1.98], [-17.95, -10.62, -5.02], [-18.28, -7.83, -7.64]],
  "s2": 8.752,
  "multiplicity": 6,
  "homo_lumo_gap_ev": [9.33, 9.40]
}



# 2
{
  "formula": "C15H45N12O13SV",
  "method": "wB97M-V/def2-TZVPD",
  "species": ["O", "H", "H", "H", "H", "H", "C", "O", "C", "H", "H", "C", "V", "H", "H", "O", "C", "H", "H", "H", "H", "C", "H", "H", "N", "O", "C", "H", "H", "H", "S", "H", "H", "H", "H", "N", "H", "C", "N", "N", "O", "C", "N", "N", "O", "N", "C", "C", "C", "O", "H", "O", "C", "H", "O", "H", "H", "H", "H", "N", "H", "H", "O", "O", "O", "H", "H", "C", "H", "H", "H", "H", "N", "H", "N", "H", "H", "H", "C", "H", "H", "O", "H", "N", "H", "N", "C"],
  "coordinates": [[-12.50, 2.31, 5.79], [-11.90, 4.85, 7.15], [-10.17, 3.28, 10.47], [-10.03, 10.04, 11.87], [-11.50, 6.81, 5.23], [-10.15, 7.68, 11.58], [-10.59, 4.19, 10.06], [-5.61, 8.43, 6.71], [-2.99, 5.19, 5.89], [-10.73, 1.81, 5.04], [-11.65, 9.83, 6.77], [-11.14, 2.66, 5.59], [-7.52, 8.58, 7.40], [-3.45, 5.39, 11.60], [-1.52, 5.77, 7.17], [-3.87, 9.66, 7.91], [-13.80, 4.05, 9.15], [-11.07, 6.03, 8.21], [-14.73, 1.62, 6.53], [-13.59, 7.08, 7.84], [-11.93, 0.50, 6.52], [-7.06, 9.62, 4.29], [-9.18, 11.02, 10.71], [-11.52, 4.25, 10.67], [-4.31, 5.52, 5.63], [-7.86, 6.53, 8.22], [-9.10, 9.01, 10.35], [-10.60, 2.87, 6.52], [-12.94, 5.94, 9.71], [-13.88, 5.74, 7.01], [-4.84, 8.62, 7.99], [-13.65, -0.88, 5.63], [-14.07, 3.48, 8.26], [-6.78, 11.21, 2.99], [-14.75, 4.30, 9.63], [-6.53, 5.80, 10.86], [-8.85, 7.02, 10.67], [-11.68, 5.12, 8.19], [-5.87, 9.05, 4.00], [-7.45, 10.63, 3.47], [-4.28, 7.35, 8.44], [-12.67, 1.28, 6.75], [-2.50, 5.85, 6.99], [-9.40, 10.12, 11.08], [-10.84, 4.09, 8.69], [-10.63, 7.03, 5.68], [-7.63, 5.94, 7.13], [-5.45, 5.37, 11.61], [-14.43, -0.03, 7.92], [-9.58, 8.68, 6.92], [-12.42, 1.68, 7.74], [-8.55, 9.07, 9.26], [-13.06, 5.32, 8.81], [-7.44, 5.60, 11.20], [-7.78, 9.17, 5.19], [-6.51, 4.24, 6.60], [-12.47, 8.58, 5.76], [-11.17, 3.60, 5.05], [-13.84, 0.36, 4.68], [-9.39, 7.82, 10.94], [-9.91, 6.33, 5.80], [-4.10, 6.26, 10.25], [-6.11, 8.98, 8.73], [-2.32, 4.51, 5.14], [-5.57, 4.73, 12.64], [-7.85, 3.90, 7.80], [-13.78, -0.92, 7.95], [-10.54, 8.22, 6.31], [-15.48, -0.29, 7.93], [-3.18, 6.30, 7.61], [-8.21, 4.24, 6.13], [-5.53, 8.99, 3.05], [-11.68, 8.99, 6.23], [-13.28, 3.39, 9.85], [-14.29, -0.10, 5.47], [-8.38, 11.00, 3.57], [-4.84, 6.18, 6.18], [-10.05, 5.11, 10.32], [-14.08, 0.75, 6.67], [-6.40, 6.21, 9.95], [-14.10, 0.52, 8.81], [-7.52, 6.73, 6.14], [-4.64, 5.25, 4.72], [-4.24, 5.68, 11.06], [-5.52, 8.40, 4.69], [-13.94, 6.13, 7.95], [-7.52, 4.46, 6.94]],
  "s2": 2.013,
  "multiplicity": 3,
  "homo_lumo_gap_ev": [8.40, 8.39]
}



# 3
{
  "formula": "C15H45O21P5S2",
  "method": "wB97M-V/def2-TZVPD",
  "species": ["H", "H", "C", "H", "C", "H", "C", "S", "C", "H", "C", "O", "C", "C", "H", "H", "H", "O", "C", "H", "O", "O", "H", "H", "O", "H", "O", "H", "H", "O", "O", "P", "O", "H", "O", "C", "H", "C", "C", "H", "H", "O", "O", "C", "H", "H", "H", "P", "H", "H", "H", "P", "H", "O", "H", "H", "H", "H", "O", "P", "O", "H", "C", "O", "H", "H", "H", "P", "S", "C", "O", "H", "H", "H", "H", "C", "O", "O", "O", "H", "H", "H", "H", "H", "H", "O", "H", "H"],
  "coordinates": [[4.80, 1.21, -7.72], [-5.46, -4.57, -1.92], [-0.45, -3.95, -0.46], [-0.04, -2.53, -6.79], [0.99, -2.89, -6.76], [1.02, -3.83, -7.32], [0.15, -0.65, 2.51], [-5.59, 3.14, 5.35], [5.89, 6.80, 6.61], [6.30, 6.25, 7.46], [-4.22, -7.23, -5.48], [3.91, 4.36, 7.46], [4.11, -4.17, -8.06], [-2.06, -3.21, -3.48], [-2.08, -2.55, -4.34], [5.14, -3.82, -8.17], [-2.79, -2.88, -2.74], [-2.32, -4.57, -3.89], [3.00, 5.18, 8.19], [1.30, -0.44, -2.98], [-3.40, -6.43, -4.64], [4.54, 6.36, 6.34], [-0.62, 0.13, 2.54], [-3.58, -7.95, -5.98], [-5.25, 5.35, 2.98], [5.61, -0.34, -7.47], [1.84, -1.93, -7.40], [3.55, -3.94, -8.96], [-2.07, 3.54, 2.98], [3.52, -0.35, -7.40], [3.11, 4.92, 5.07], [4.30, 4.76, 5.95], [-4.09, -4.10, -5.53], [0.95, -0.40, 3.21], [0.73, -0.71, 1.19], [-5.66, -5.49, -2.47], [5.53, 1.86, 4.36], [4.78, 0.29, -7.15], [5.12, 2.87, 4.33], [2.27, 5.65, 7.53], [-6.71, -5.74, -2.35], [3.46, -1.69, -5.40], [-5.39, -5.31, -3.88], [0.63, -1.10, -2.43], [4.28, 2.90, 3.65], [-0.36, 4.25, 4.65], [-4.95, -7.78, -4.88], [3.37, -1.90, -6.88], [6.52, 6.65, 5.73], [5.91, 3.55, 4.00], [-1.90, 3.90, 5.38], [-3.85, -4.92, -4.32], [-0.95, -4.65, -1.12], [-3.48, 5.87, 4.90], [-1.07, -3.18, -3.03], [-0.74, -4.16, 0.57], [1.27, -3.08, -5.73], [4.88, 0.52, -6.09], [-5.87, 4.79, 5.52], [-5.07, 5.89, 4.52], [0.98, -1.08, -1.06], [0.64, -4.07, -0.56], [-1.46, 2.82, 3.54], [3.50, -3.56, -6.90], [5.86, 7.86, 6.84], [-5.05, -6.30, -2.06], [2.48, 4.54, 8.90], [-0.19, -1.34, 0.02], [-2.46, 1.30, 3.72], [-4.14, 1.97, 3.62], [-4.21, 3.15, 4.46], [3.55, 5.94, 8.74], [-4.66, 5.86, 2.41], [-4.30, 2.29, 2.59], [-2.91, 5.61, 4.16], [-1.06, 3.44, 4.87], [-1.33, -0.38, -0.09], [-5.22, 2.69, 6.65], [-0.85, -2.61, -0.84], [-4.75, -6.63, -6.23], [-0.28, -1.60, 2.80], [-0.62, 2.58, 2.90], [-0.40, -0.77, -2.61], [0.77, -2.11, -2.81], [-0.58, 2.68, 5.49], [4.69, 3.19, 5.67], [-4.86, 1.22, 3.92], [4.12, -5.25, -7.91]],
  "multiplicity": 1,
  "homo_lumo_gap_ev": 7.74
}